No. 1
The following is a quantum chemistry calculation of a structure of composition C26H19ClMoN5O5SbSe4, from OMol25.

Output
Largest force on an atom (eV/A): 1.09
Energy above the lowest of the compared OMol25 structures with the same formula, charge and spin (kJ/mol): 23.7
Total charge: -2
Gap between HOMO and LUMO (spin up / spin down) (eV): 5.85 / 5.37
2S+1: 3
HOMO (spin up / spin down) (eV): -2.4 / -2.4
Molar mass (g/mol): 1050.5
E (eV): -327265.7393

CARTESIAN COORDINATES (ANGSTROEM)
Mo  0.1001  -0.0013  0.1840
Se  4.0091  2.3804  2.2171
Sb  3.2612  0.0681  2.1110
Se  1.8157  -0.1642  -1.3276
Se  0.5531  0.1218  2.4721
Se  4.1094  -1.2779  3.9516
C  -1.4057  7.7921  -0.6093
C  -0.2593  7.1679  0.1401
C  0.4575  7.8695  1.0932
C  1.4927  7.2588  1.7870
Cl  2.3746  8.1880  2.9863
C  1.8252  5.9432  1.5495
C  1.1196  5.2252  0.5870
C  0.0882  5.8347  -0.1154
O  -0.6502  5.2348  -1.0911
C  -0.4579  3.8447  -1.3312
C  -0.8662  2.9550  -0.1522
O  -1.8786  3.1808  0.4674
O  -0.0105  1.9858  0.0458
H  -1.5697  8.8184  -0.2775
H  -2.3203  7.2169  -0.4531
H  -1.2167  7.7938  -1.6849
H  0.2029  8.9018  1.3058
H  2.6147  5.4488  2.1006
H  1.3961  4.1897  0.4248
H  0.5708  3.6269  -1.6155
H  -1.1174  3.6079  -2.1618
O  -1.9231  -2.5266  -1.2220
C  -1.0266  -2.9025  -0.4993
N  -0.7397  -4.2391  -0.2875
C  0.4663  -4.4398  0.4756
C  0.8535  -2.9584  0.7400
O  1.8842  -2.6660  1.3019
N  -0.1087  -2.1193  0.2336
C  0.2363  -5.1187  1.8288
C  1.3200  -5.3076  2.6864
C  1.1303  -5.8754  3.9369
C  -0.1401  -6.2693  4.3443
C  -1.2201  -6.0776  3.4966
C  -1.0327  -5.4968  2.2447
C  1.5256  -5.1561  -0.3605
C  2.4328  -4.4419  -1.1376
C  3.3388  -5.1148  -1.9485
C  3.3465  -6.5025  -1.9963
C  2.4401  -7.2213  -1.2271
C  1.5381  -6.5495  -0.4111
H  -1.1236  -4.9345  -0.9006
H  2.3052  -4.9708  2.3864
H  1.9774  -5.9884  4.6039
H  -0.2885  -6.7077  5.3246
H  -2.2174  -6.3631  3.8116
H  -1.8794  -5.3216  1.5939
H  2.4410  -3.3572  -1.1089
H  4.0460  -4.5465  -2.5415
H  4.0584  -7.0228  -2.6267
H  2.4409  -8.3055  -1.2547
H  0.8419  -7.1081  0.2067
N  -6.1600  1.7481  -0.1655
C  -5.2285  1.0570  -0.1334
N  -4.2559  0.1769  -0.1060
C  -3.0093  0.1873  -0.0785
N  -1.8436  0.0592  -0.0474

Here are the Löwdin charges for atoms 1 to 8, given in e: Mo 0.821; Se -0.269; Sb 0.006; Se 0.044; Se 0.097; Se -0.277; C -0.039; C -0.200

No. 2
The following is a quantum chemistry calculation of a structure of composition C5H8O2, from OMol25.

Output
Largest force on an atom (eV/A): 0.37
Energy above the lowest of the compared OMol25 structures with the same formula, charge and spin (kJ/mol): 494.4
Gap between HOMO and LUMO (eV): 9.34
2S+1: 1
HOMO (eV): -8.8
Molar mass (g/mol): 100.1
E (eV): -9404.7080

CARTESIAN COORDINATES (ANGSTROEM)
O  -1.8292  1.1155  0.6851
C  -1.1846  -0.1336  0.7479
C  -0.7157  -0.6836  -0.6217
C  0.6975  -0.1853  -0.2993
C  1.9981  -0.4573  -0.9311
O  0.9696  1.0861  -0.9843
C  0.3044  -0.0672  1.1802
H  -1.2824  1.7019  0.1439
H  -1.8374  -0.7814  1.3379
H  -1.2043  -0.2854  -1.5160
H  -0.7257  -1.7785  -0.6535
H  1.8030  1.4289  -0.6082
H  1.7720  -0.8388  -1.9427
H  0.6113  0.8325  1.7239
H  0.6234  -0.9539  1.7380

Here are the Löwdin charges for atoms 1 to 8, given in e: O -0.020; C -0.348; C -0.043; C -0.562; C 0.161; O -0.019; C -0.042; H 0.090

No. 3
The following is a quantum chemistry calculation of a structure of composition C8H20F2LiNO8S2, from OMol25.

Output
Largest force on an atom (eV/A): 1.64
Energy above the lowest of the compared OMol25 structures with the same formula, charge and spin (kJ/mol): 0.0
Gap between HOMO and LUMO (eV): 9.69
2S+1: 1
HOMO (eV): -9.7
Molar mass (g/mol): 367.3
E (eV): -53801.0687

CARTESIAN COORDINATES (ANGSTROEM)
Li  -6.9256  4.4260  16.7672
N  -6.9560  6.3346  17.0567
S  -6.3813  7.6164  16.2872
O  -5.1439  8.1234  16.7694
O  -7.4101  8.5400  15.9717
F  -5.9910  6.9031  14.9338
S  -7.4668  6.8354  18.5230
O  -8.7244  7.4671  18.5528
O  -6.4018  7.3048  19.3287
F  -7.7696  5.3423  19.0254
C  -8.9553  2.2038  18.2181
O  -7.6811  2.6624  17.8214
C  -6.5770  1.8243  18.0486
C  -5.4215  2.6982  18.4967
O  -5.1818  3.6460  17.4548
C  -4.2553  4.6555  17.8601
H  -9.3770  1.5135  17.4770
H  -9.6077  3.0681  18.2741
H  -8.9068  1.6849  19.1785
H  -6.2555  1.3179  17.1276
H  -6.7390  1.0568  18.8114
H  -4.5322  2.0779  18.6519
H  -5.6647  3.2429  19.4146
H  -4.6677  5.2690  18.6640
H  -4.0397  5.2734  16.9917
H  -3.3177  4.1996  18.1955
C  -5.5134  3.3523  14.3994
O  -6.6682  4.0995  14.7645
C  -7.8405  3.6349  14.1198
C  -9.0176  4.4318  14.6081
O  -9.0655  4.4015  16.0161
C  -9.9868  5.3418  16.5342
H  -5.4736  2.4054  14.9451
H  -4.6476  3.9462  14.6761
H  -5.5154  3.1558  13.3252
H  -7.9753  2.5604  14.2980
H  -7.7219  3.8059  13.0425
H  -9.9374  4.0012  14.1839
H  -8.9737  5.4707  14.2561
H  -9.8110  6.3406  16.1252
H  -9.9018  5.3470  17.6152
H  -11.0164  5.0591  16.2628

Here are the Löwdin charges for atoms 1 to 8, given in e: Li 0.600; N -0.363; S 0.468; O -0.257; O -0.254; F -0.167; S 0.499; O -0.236

No. 4
The following is a quantum chemistry calculation of a cluster of 2 separate species, C4H9NO in total, from OMol25.

Output
Largest force on an atom (eV/A): 1.96
Energy above the lowest of the compared OMol25 structures with the same formula, charge and spin (kJ/mol): 193.6
Total charge: -1
Gap between HOMO and LUMO (spin up / spin down) (eV): 6.65 / 6.23
2S+1: 2
HOMO (spin up / spin down) (eV): -2.3 / -2.1
Molar mass (g/mol): 87.1
E (eV): -7827.9384

CARTESIAN COORDINATES (ANGSTROEM)
C  -0.2383  1.5452  1.0766
C  0.0863  0.8213  -0.0874
N  0.3207  -0.6714  -0.0139
C  -0.2593  -1.3384  -1.1943
C  0.0019  -1.2133  1.2586
O  -0.0292  1.2708  -1.2550
H  1.9834  0.7879  0.1445
H  0.3559  1.3916  1.9679
H  -0.7962  2.4558  0.9187
H  0.1562  -0.7209  -1.9881
H  0.1852  -2.3317  -1.2476
H  -1.3520  -1.3256  -1.1909
H  0.1452  -2.3075  1.2612
H  -1.0247  -1.0331  1.6405
H  0.6915  -0.8369  2.0206

Here are the Löwdin charges for atoms 1 to 8, given in e: C -0.078; C -0.724; N -0.248; C -0.110; C -0.195; O -0.155; H 0.125; H -0.016

No. 5
The following is a quantum chemistry calculation of a cluster of 10 separate species, C32H61F6NO11S in total, from OMol25.

Output
Largest force on an atom (eV/A): 2.81
SMILES: O=S(=O)(F)NCCCC(F)(F)C(F)(F)F.CC(C)=O.CC(C)=O.CC(C)=O.CC(C)=O.CC(C)=O.CC(C)=O.CC(C)=O.CC(C)=O.CC(C)=O
Gap between HOMO and LUMO (eV): 9.61
2S+1: 1
HOMO (eV): -9.0
Molar mass (g/mol): 781.9
E (eV): -85325.8106

CARTESIAN COORDINATES (ANGSTROEM)
O  -2.6935  1.5087  -1.1511
S  -1.6035  0.7357  -1.5781
O  -0.3955  1.4077  -1.3923
F  -1.7559  0.4490  -3.1187
N  -1.6325  -0.7191  -0.7986
C  -0.6978  -1.6804  -1.4849
C  -0.0453  -2.6683  -0.5307
C  1.2161  -2.1724  0.1921
C  0.9839  -1.2304  1.3416
F  2.2131  -0.9189  1.8423
F  0.4601  -0.0696  0.9793
C  0.2004  -1.8176  2.5265
F  0.8425  -2.8646  2.9940
F  -1.0389  -2.0622  2.2539
F  0.2111  -0.9064  3.5015
H  -2.5964  -1.0397  -0.8967
H  -1.3053  -2.2668  -2.1752
H  0.0062  -1.1402  -2.1112
H  0.2717  -3.5086  -1.1418
H  -0.8118  -3.0618  0.1368
H  1.6900  -3.0521  0.6199
H  1.8945  -1.7328  -0.5307
C  0.5415  3.7927  6.0874
C  -0.0967  2.4278  6.0032
O  -0.2805  1.7535  6.9916
C  -0.4960  1.9393  4.6317
H  0.7786  4.0202  7.1217
H  1.4631  3.8111  5.5054
H  -0.1469  4.5499  5.7101
H  0.3822  1.8769  3.9871
H  -1.2289  2.6187  4.1930
H  -0.9397  0.9507  4.7150
C  -3.5267  -5.4523  3.3599
C  -3.7102  -4.4660  2.2326
O  -2.7750  -4.0875  1.5678
C  -5.1128  -3.9728  1.9722
H  -2.4753  -5.7214  3.4362
H  -3.8456  -5.0052  4.3027
H  -4.1087  -6.3545  3.1652
H  -5.4994  -3.4628  2.8560
H  -5.7624  -4.8119  1.7182
H  -5.1005  -3.2730  1.1392
C  2.1477  8.6795  6.9794
C  1.6734  7.3044  7.3837
O  1.8369  6.3442  6.6683
C  0.9854  7.1813  8.7221
H  2.6215  8.6246  6.0017
H  1.3009  9.3653  6.9231
H  2.8744  9.0517  7.7033
H  0.0891  7.8034  8.7398
H  1.6626  7.4899  9.5200
H  0.6972  6.1451  8.8869
C  -0.6535  -0.5027  -8.0387
C  -1.4524  -1.0332  -6.8704
O  -1.2486  -2.1362  -6.4199
C  -2.5094  -0.1221  -6.2996
H  0.0697  -1.2528  -8.3524
H  -1.3183  -0.2816  -8.8757
H  -0.1181  0.4020  -7.7445
H  -3.2500  0.1129  -7.0608
H  -2.0515  0.7960  -5.9328
H  -3.0052  -0.6226  -5.4693
C  -5.2847  -0.4913  -3.2618
C  -5.4234  -1.9717  -3.5068
O  -4.5498  -2.7449  -3.1859
C  -6.6949  -2.4468  -4.1660
H  -4.3254  -0.3008  -2.7877
H  -5.3227  0.0518  -4.2079
H  -6.0815  -0.1451  -2.6016
H  -6.7964  -1.9910  -5.1521
H  -7.5558  -2.1843  -3.5491
H  -6.6599  -3.5282  -4.2802
C  5.2118  3.1959  -0.2471
C  4.7629  1.8136  0.1640
O  4.9306  0.8570  -0.5546
C  4.0962  1.6812  1.5118
H  5.6723  3.1477  -1.2317
H  4.3540  3.8688  -0.2913
H  5.9434  3.5788  0.4665
H  3.1904  2.2896  1.5410
H  4.7832  1.9991  2.2993
H  3.8259  0.6443  1.6778
C  -2.3005  3.7970  -7.0389
C  -3.5418  3.2125  -7.6687
O  -4.1167  2.2706  -7.1743
C  -4.0334  3.8560  -8.9424
H  -2.0585  3.2444  -6.1335
H  -1.4605  3.7243  -7.7321
H  -2.4713  4.8422  -6.7772
H  -3.2672  3.7862  -9.7164
H  -4.2778  4.9037  -8.7609
H  -4.9279  3.3403  -9.2854
C  3.5731  -5.8700  -1.1820
C  3.4141  -4.7199  -2.1452
O  2.6122  -3.8366  -1.9462
C  4.2986  -4.7177  -3.3664
H  2.8797  -5.7463  -0.3526
H  3.3543  -6.8123  -1.6869
H  4.5909  -5.8901  -0.7897
H  4.1107  -5.6108  -3.9645
H  5.3474  -4.6891  -3.0670
H  4.0803  -3.8385  -3.9686
C  4.0992  -1.5239  3.9642
C  5.3294  -2.3404  4.2743
O  5.5748  -3.3651  3.6814
C  6.2438  -1.8221  5.3596
H  3.5390  -2.0073  3.1754
H  3.4673  -1.4521  4.8519
H  4.3878  -0.5257  3.6329
H  5.7028  -1.7604  6.3052
H  6.6234  -0.8357  5.0882
H  7.0848  -2.5022  5.4790

Here are the Löwdin charges for atoms 1 to 8, given in e: O -0.247; S 0.515; O -0.229; F -0.147; N -0.077; C -0.196; C -0.149; C -0.065

No. 6
The following is a quantum chemistry calculation of a structure of composition C2H3BrClN, from OMol25.

Output
Largest force on an atom (eV/A): 2.66
Energy above the lowest of the compared OMol25 structures with the same formula, charge and spin (kJ/mol): 358.2
Gap between HOMO and LUMO (spin up / spin down) (eV): 6.19 / 6.19
2S+1: 1
HOMO (spin up / spin down) (eV): -8.1 / -8.1
Molar mass (g/mol): 156.4
E (eV): -86172.7362

CARTESIAN COORDINATES (ANGSTROEM)
C  0.5878  -0.0267  -0.2869
C  -0.9477  0.3991  -0.4694
N  0.9418  0.0007  1.0413
Cl  -1.6150  1.8777  -0.0010
Br  -2.1141  -0.9867  -0.0358
H  0.7600  -0.9131  -0.9058
H  1.3255  0.6057  -0.6891
H  1.0618  -0.9567  1.3467

Löwdin atomic charges, in units of e: C -0.543; C -1.032; N 0.044; Cl 0.631; Br 0.693; H 0.098; H 0.081; H 0.028